[1]
{"formula": "CH4NO2S", "method": "the ωB97M-V functional and the def2-TZVPD basis", "spin_multiplicity": 3, "orbital_gap_ha": [0.2517, 0.2603], "charge": -1, "symbols": ["C", "N", "O", "O", "S", "H", "H", "H", "H"], "coordinates": [[-0.50, -1.11, 1.22], [-0.42, 1.39, -1.56], [1.68, -0.17, -1.08], [1.19, 1.98, 0.24], [0.65, 0.80, -0.52], [0.24, -1.35, 1.93], [-1.30, -0.50, 1.60], [-1.02, -1.87, 0.59], [-0.53, 0.82, -2.43]]}

[2]
{"formula": "CH11NO4", "method": "the ωB97M-V functional and the def2-TZVPD basis", "spin_multiplicity": 1, "orbital_gap_ha": 0.1869, "symbols": ["N", "C", "O", "H", "H", "H", "H", "H", "H", "H", "O", "H", "H", "O", "H", "H", "O"], "coordinates": [[1.12, -0.09, 1.29], [1.08, 0.06, -0.05], [-0.72, -2.21, -1.03], [0.69, -0.96, 1.60], [0.66, 0.71, 1.87], [-0.05, 0.03, -0.34], [1.49, 1.02, -0.37], [1.63, -0.69, -0.63], [-1.64, -1.97, -0.86], [0.34, -0.44, -3.29], [0.46, -0.45, -2.33], [-0.97, 1.20, 0.74], [-0.19, -1.51, -1.61], [-0.29, 1.82, 1.97], [-2.00, 0.04, 0.73], [-0.01, 2.73, 2.16], [-1.60, 0.70, 0.15]]}

[3]
{"formula": "C3H3ClO", "method": "the ωB97M-V functional and the def2-TZVPD basis", "spin_multiplicity": 1, "orbital_gap_ha": 0.3332, "symbols": ["C", "C", "C", "O", "Cl", "H", "H", "H"], "coordinates": [[-0.09, 0.84, -0.15], [0.76, -0.20, -0.71], [-0.84, -0.23, 0.60], [0.03, 1.99, -0.03], [-0.74, -0.52, 2.24], [0.50, -0.95, -1.34], [1.70, 0.04, -0.61], [-1.34, -0.96, 0.00]]}

[4]
{"formula": "C2H4O2", "method": "the ωB97M-V functional and the def2-TZVPD basis", "smiles": "C=O.C=O", "spin_multiplicity": 1, "orbital_gap_ha": 0.3794, "symbols": ["O", "C", "H", "H", "O", "C", "H", "H"], "coordinates": [[-2.47, 2.45, 2.03], [-2.69, 1.32, 2.52], [-2.69, 0.38, 1.93], [-2.83, 1.22, 3.63], [1.50, 3.22, 1.40], [0.67, 4.07, 1.67], [-0.38, 3.99, 1.29], [0.88, 4.89, 2.40]]}

no.,total energy (eV)
1,-17519.069
2,-10887.873
3,-17725.966
4,-6231.788